## 1
# C5H14O3

4 unconnected molecules or ions with the total composition C5H14O3 (ωB97M-V with the def2-TZVPD basis set, OMol25).

Last column: Löwdin charge in e.
Atoms and positions in Å:
1 C 0.99927 1.78019 -0.57839  0.00
2 C -0.05215 1.08432 -0.15545  -0.16
3 C -0.09490 -0.34151 0.25692  -0.36
4 C -1.14696 -0.73322 0.97259  0.04
5 C 1.13929 -1.16146 -0.02881  -0.05
6 H 2.06810 1.61494 -0.51044  0.05
7 H 0.84905 2.82898 -0.83047  0.05
8 H -1.00913 1.57031 -0.32447  0.10
9 H -1.20302 -1.74102 1.36494  0.06
10 H -2.02617 -0.11167 1.08300  0.06
11 H 1.03672 -1.62783 -1.00922  0.09
12 H 1.32231 -1.90570 0.73981  0.08
13 H 1.99268 -0.49295 -0.06479  0.06
14 O -1.18091 1.90922 3.65190  -0.06
15 H -1.23009 2.71453 3.13958  0.03
16 H -1.46396 1.28754 2.96373  0.01
17 O -2.90366 -4.02260 0.07111  -0.04
18 H -2.61453 -3.81599 0.94226  0.00
19 H -3.70163 -4.51558 0.24654  0.03
20 O 3.13545 1.95981 -4.32163  -0.05
21 H 2.29589 1.65127 -3.96132  0.03
22 H 3.78836 2.06840 -3.64738  0.01

For the HOMO-LUMO gap, the calculation gives 9.83 eV. The calculation puts the HOMO energy at -9.24 eV. Its SMILES is C=CC(=C)C.O.O.O. The LUMO energy comes out at 0.6 eV.

---

## 2
# C5H14O3

4 unconnected molecules or ions with the total composition C5H14O3 (ωB97M-V with the def2-TZVPD basis set, OMol25).

Last column: Löwdin charge in e.
Atoms and positions in Å:
1 C -1.25133 1.14526 -1.94445  0.02
2 C -0.92737 0.06483 -1.24062  -0.24
3 C 0.23492 -0.07632 -0.36651  -0.18
4 C 0.34570 -1.14823 0.42207  -0.17
5 C 1.45567 -1.32059 1.41411  -0.09
6 H -2.09808 1.25562 -2.61002  0.06
7 H -0.62802 2.03633 -1.95781  0.07
8 H -1.62651 -0.77069 -1.26629  0.11
9 H 1.01364 0.67680 -0.37411  0.12
10 H -0.34001 -1.97447 0.25400  0.11
11 H 1.50954 -2.34216 1.79412  0.07
12 H 2.39910 -0.98280 0.99488  0.08
13 H 1.20268 -0.77289 2.33073  0.07
14 O 1.80955 -1.45198 -2.53254  -0.05
15 H 0.85380 -1.51557 -2.58371  0.02
16 H 2.14838 -1.95792 -3.28008  0.04
17 O -2.09021 0.94065 1.77752  -0.05
18 H -1.86385 0.79675 0.84756  0.01
19 H -2.41627 0.09578 2.09060  0.05
20 O 0.23368 2.78374 1.95359  -0.07
21 H -0.67478 2.45908 1.90758  0.00
22 H 0.70975 2.05876 2.36937  0.02

For the HOMO-LUMO gap, the calculation gives 9.50 eV. The calculation puts the HOMO energy at -8.83 eV. Its SMILES is C=C/C=C/C.O.O.O. The LUMO energy comes out at 0.7 eV.

---

Which structure is the least stable? The one labeled 1.

---

## 1
# C19H24N4O3

A single C19H24N4O3 molecule (ωB97M-V with the def2-TZVPD basis set, OMol25).

Last column: Löwdin charge in e.
Atoms and positions in Å:
1 C 0.13799 1.17813 5.22805  -0.07
2 N 1.30163 0.96595 4.41925  0.02
3 C 1.22129 0.28046 3.23091  -0.45
4 O 0.12093 -0.13722 2.82780  0.04
5 C 2.37320 0.12771 2.34803  -0.20
6 C 3.18099 -1.16565 2.82261  -0.11
7 C 3.92648 -1.39809 1.60252  -0.20
8 C 3.13549 -0.93544 0.41382  -0.11
9 N 2.15829 -0.00075 0.91616  0.03
10 C 1.39488 0.81925 0.19159  -0.43
11 O 0.91280 1.81091 0.67961  0.11
12 C 0.92554 0.39410 -1.13950  -0.20
13 C 0.18964 -0.99073 -1.17977  -0.06
14 C -1.10578 -0.92554 -1.89083  -0.20
15 C -1.11841 -0.99481 -3.27536  -0.05
16 N -2.39960 -1.13734 -3.69495  0.07
17 C -3.30985 -1.22904 -2.62618  -0.18
18 C -4.67025 -1.45337 -2.61256  0.00
19 C -5.28785 -1.31043 -1.31208  -0.08
20 C -4.55074 -0.88807 -0.18923  -0.12
21 C -3.17098 -0.58757 -0.21501  -0.01
22 C -2.51583 -0.82861 -1.47447  -0.10
23 N 0.24727 1.44257 -1.84385  0.09
24 C 0.70642 2.03791 -2.90934  -0.54
25 C -0.24008 3.16153 -3.32362  0.02
26 O 1.71411 1.75855 -3.56301  0.03
27 H -0.66625 1.51094 4.62837  0.07
28 H -0.21771 0.18090 5.50448  0.08
29 H 0.33388 1.67303 6.21229  0.11
30 H 2.22241 1.19842 4.64509  0.11
31 H 3.02922 0.97092 2.61407  0.16
32 H 2.41648 -1.96465 3.07749  0.15
33 H 3.98863 -0.90172 3.56287  0.14
34 H 4.08454 -2.44715 1.55901  0.11
35 H 4.91809 -0.93053 1.68377  0.13
36 H 3.69248 -0.51900 -0.42017  0.14
37 H 2.57623 -1.70209 0.04232  0.09
38 H 1.81081 0.32662 -1.73204  0.13
39 H -0.16924 -1.21001 -0.14382  0.14
40 H 0.79421 -1.80138 -1.58132  0.12
41 H -0.17678 -0.98661 -3.82440  0.14
42 H -2.59539 -1.15944 -4.64072  0.12
43 H -5.17488 -1.87466 -3.37805  0.06
44 H -6.31105 -1.51004 -1.08109  0.08
45 H -5.15673 -0.72355 0.71053  0.10
46 H -2.61209 -0.08481 0.62349  0.12
47 H -0.63989 1.76214 -1.42357  0.17
48 H -0.45423 3.79994 -2.49871  0.07
49 H 0.26549 3.65780 -4.06753  0.05
50 H -1.23582 2.74054 -3.50297  0.09

For the HOMO-LUMO gap, the calculation gives 8.18 eV. The calculation puts the HOMO energy at -7.55 eV. Its SMILES is CNC(=O)[C@H]1CCCN1C(=O)[C@@H](Cc1c[nH]c2ccccc12)NC(C)=O. The LUMO energy comes out at 0.6 eV.

---

## 2
# C19H24N4O3

A single C19H24N4O3 molecule (ωB97M-V with the def2-TZVPD basis set, OMol25).

Last column: Löwdin charge in e.
Atoms and positions in Å:
1 H -4.01966 5.35150 1.33775  0.05
2 N -4.64467 5.14847 0.56609  0.14
3 C -4.48774 3.97094 0.14404  -0.48
4 N -5.17670 3.37329 -0.88917  0.12
5 C -4.73159 2.08018 -1.06277  0.01
6 C -3.77134 1.86968 -0.15941  -0.15
7 C -3.03702 0.61608 0.08646  -0.41
8 O -3.41898 -0.40643 -0.47230  0.06
9 N -1.98336 0.61985 0.93164  -0.01
10 C -1.18136 1.76584 1.38854  -0.09
11 C 0.23199 1.19093 1.46271  -0.27
12 C 0.91258 1.21345 0.09949  -0.03
13 C -0.05602 -0.24195 1.95492  -0.25
14 N 0.99766 -1.20874 1.74621  0.12
15 C 2.17954 -1.11193 2.40926  -0.48
16 O 2.34985 -0.31557 3.31532  0.06
17 C 3.28725 -2.06919 1.99465  -0.09
18 C 3.06446 -2.95925 0.76664  -0.15
19 C 2.81776 -2.20369 -0.51982  -0.25
20 C 3.73899 -1.26590 -0.98365  -0.05
21 C 3.48128 -0.54986 -2.13970  -0.07
22 C 2.29799 -0.74685 -2.84181  -0.05
23 C 1.36590 -1.67754 -2.40413  -0.27
24 C 0.07215 -1.90255 -3.13843  -0.04
25 C 1.65155 -2.40472 -1.24858  -0.03
26 C -1.30209 -0.64642 1.17136  -0.08
27 O -3.60628 3.02434 0.60509  0.08
28 H -5.88739 3.85424 -1.40770  0.16
29 H -5.12375 1.39986 -1.79613  0.14
30 H -1.25164 2.59405 0.68838  0.12
31 H -1.52970 2.11107 2.36466  0.13
32 H 0.83878 1.72249 2.19446  0.14
33 H 0.30287 0.71724 -0.66128  0.09
34 H 1.07538 2.24210 -0.22491  0.09
35 H 1.88021 0.71157 0.12361  0.07
36 H -0.27068 -0.19833 3.02396  0.16
37 H 0.98384 -1.70458 0.87070  0.09
38 H 3.48604 -2.69055 2.87027  0.13
39 H 4.17730 -1.45125 1.86492  0.12
40 H 2.22957 -3.64020 0.95150  0.12
41 H 3.94839 -3.59056 0.64918  0.12
42 H 4.65982 -1.09590 -0.43831  0.11
43 H 4.20196 0.17582 -2.49494  0.11
44 H 2.09813 -0.16914 -3.73618  0.11
45 H -0.78770 -1.72370 -2.48908  0.08
46 H -0.01222 -1.24102 -3.99927  0.08
47 H 0.00084 -2.93163 -3.49531  0.08
48 H 0.93340 -3.14585 -0.90460  0.13
49 H -1.04057 -1.11636 0.21670  0.12
50 H -1.94501 -1.34333 1.70896  0.14

For the HOMO-LUMO gap, the calculation gives 8.93 eV. The calculation puts the HOMO energy at -8.28 eV. Its SMILES is [H]/N=c1/[nH]cc(C(=O)N2C[C@H](C)[C@H](NC(=O)CCc3cccc(C)c3)C2)o1. The LUMO energy comes out at 0.6 eV.

---

Which structure is the least stable? The one labeled 1.

---

## 1
# C4H7N4O2

2 unconnected molecules or ions with the total composition C4H7N4O2 (ωB97M-V with the def2-TZVPD basis set, OMol25).

Last column: Löwdin charge in e.
Atoms and positions in Å:
1 C 0.01776 -1.00628 -0.75245  -0.01
2 C -0.39518 0.18277 -0.28505  -0.05
3 C -0.31721 -2.15204 -0.00857  -0.05
4 C -1.20910 -0.87558 1.60254  -0.01
5 N -0.86247 -2.06152 1.17862  0.13
6 N -0.90874 0.32368 0.92462  -0.11
7 N 2.95153 0.90661 -2.06980  -0.12
8 N -1.22848 1.50650 1.41021  0.13
9 O 3.27988 1.84726 -2.73887  0.09
10 O 1.94405 1.18558 -1.13413  -0.08
11 H 0.41772 -1.22090 -1.77541  0.16
12 H -0.22426 1.14535 -0.84491  0.17
13 H -0.16922 -3.15743 -0.41248  0.14
14 H -1.71737 -0.83479 2.62766  0.18
15 H 1.81911 0.38108 -0.48814  0.13
16 H -2.09527 1.54443 2.01391  0.17
17 H -1.30276 2.28528 0.75225  0.14

The charge is +1. For the HOMO-LUMO gap (spin up / spin down), the calculation gives 6.09 / 9.47 eV. The calculation puts the HOMO energy (spin up / spin down) at -11.33 / -14.91 eV. The LUMO energy (spin up / spin down) comes out at -5.2 / -5.4 eV. Its spin multiplicity is 3.

---

## 2
# C4H7N4O2

2 unconnected molecules or ions with the total composition C4H7N4O2 (ωB97M-V with the def2-TZVPD basis set, OMol25).

Last column: Löwdin charge in e.
Atoms and positions in Å:
1 C -2.59024 0.96740 0.07054  0.07
2 C -2.36285 -1.15989 0.04071  -0.17
3 C -1.23972 0.71181 -0.07262  -0.24
4 C 2.30910 -0.94500 0.00761  -0.22
5 N -1.13591 -0.66085 -0.08533  0.12
6 N 1.35114 -1.69900 -0.12614  0.13
7 N 3.03040 -0.09993 0.45545  0.04
8 N -0.18322 1.52114 -0.17943  0.28
9 O -3.23513 -0.21220 0.13439  0.08
10 O 3.74737 0.90858 -0.10427  0.02
11 H -3.15082 1.87478 0.14616  0.15
12 H -2.64689 -2.19385 0.06377  0.14
13 H 1.48066 -2.68540 -0.29611  0.11
14 H 0.74217 1.15137 -0.31027  0.11
15 H -0.20404 -1.17045 -0.12446  0.10
16 H -0.31224 2.51626 -0.18089  0.14
17 H 4.40022 1.17521 0.56091  0.13

The charge is +1. For the HOMO-LUMO gap (spin up / spin down), the calculation gives 6.40 / 7.57 eV. The calculation puts the HOMO energy (spin up / spin down) at -9.51 / -13.98 eV. The LUMO energy (spin up / spin down) comes out at -3.1 / -6.4 eV. Its spin multiplicity is 3.

---

Which structure is the least stable? The one labeled 1.

---

## 1
# C5H12S

2 unconnected molecules or ions with the total composition C5H12S (ωB97M-V with the def2-TZVPD basis set, OMol25).

Last column: Löwdin charge in e.
Atoms and positions in Å:
1 C -2.16818 -0.41977 0.79096  -0.03
2 C -1.78800 -1.63372 1.20695  -0.17
3 C -0.38983 -2.44653 1.25626  -0.08
4 H -3.00820 0.15969 1.08257  0.05
5 H -1.61570 -0.09502 -0.02070  -0.01
6 H -2.49144 -2.15762 1.85550  0.07
7 H -0.17475 -3.08881 2.03985  0.02
8 H 0.40258 -1.77991 1.41769  0.01
9 H -0.27455 -3.01073 0.22738  0.11
10 C 1.27356 -0.49625 -1.28178  -0.23
11 C 1.43990 0.94502 -1.35799  -0.71
12 S 0.56568 2.07923 -0.22452  0.67
13 H 1.71953 -0.80507 -0.26459  0.08
14 H 0.19356 -0.75968 -1.41503  0.08
15 H 2.05557 -1.12440 -1.92143  0.12
16 H 1.13683 1.38601 -2.33610  0.05
17 H 2.60980 1.15258 -1.48061  0.11
18 H 0.19114 1.16279 0.72136  -0.15

For the HOMO-LUMO gap, the calculation gives 9.85 eV. The calculation puts the HOMO energy at -8.90 eV. Its SMILES is C=CC.CCS. The LUMO energy comes out at 1.0 eV.

---

## 2
# C5H12S

A single C5H12S molecule (ωB97M-V with the def2-TZVPD basis set, OMol25).

Last column: Löwdin charge in e.
Atoms and positions in Å:
1 C 0.73406 2.40673 0.36374  -0.09
2 C 0.91149 1.03127 1.10657  -0.26
3 C -0.34450 0.00529 0.96695  -0.26
4 C -0.94695 -0.26377 -0.43090  -0.57
5 S 0.21138 -0.81025 -1.67548  0.77
6 C -0.30899 -2.58575 -1.51132  -0.36
7 H 0.40461 3.09147 1.08437  0.05
8 H 0.26795 2.19944 -0.57201  0.05
9 H 1.71953 2.73754 0.11637  0.05
10 H 1.75733 0.51657 0.62223  0.07
11 H 1.21028 0.99549 2.18699  0.10
12 H 0.10162 -0.86031 1.46675  0.08
13 H -1.10488 0.46695 1.79637  0.15
14 H -1.45970 0.59367 -0.88897  0.07
15 H -1.69647 -1.04991 -0.28900  0.06
16 H -1.17586 -2.57921 -2.13607  0.01
17 H 0.41086 -3.31362 -1.77796  0.02
18 H -0.69176 -2.58159 -0.42861  0.05

For the HOMO-LUMO gap, the calculation gives 9.48 eV. The calculation puts the HOMO energy at -8.47 eV. Its SMILES is CCCCSC. The LUMO energy comes out at 1.0 eV.

---

Which structure is the least stable? The one labeled 1.

---

## 1
# C6H8N2

A single C6H8N2 molecule (ωB97M-V with the def2-TZVPD basis set, OMol25).

Last column: Löwdin charge in e.
Atoms and positions in Å:
1 N 3.74834 -0.28985 -0.71226  0.15
2 C 2.86418 0.01686 -0.00928  -0.17
3 C 1.52514 0.21417 0.50991  -0.16
4 C 0.27959 0.68734 -0.24862  -0.25
5 C -1.06260 1.09142 -0.23908  -0.17
6 C -1.66795 -0.33064 -0.44582  -0.12
7 N -0.48646 -1.28751 -0.36612  -0.01
8 C 0.22379 -0.63850 0.65134  -0.20
9 H 1.74439 0.39772 1.55460  0.12
10 H 0.50163 0.42763 -1.30682  0.15
11 H -1.19667 1.48772 0.80976  0.13
12 H -0.90459 2.00705 -0.91230  0.15
13 H -2.34053 -0.67191 0.43677  0.14
14 H -2.22582 -0.59858 -1.30636  0.09
15 H -0.90517 -2.01941 -0.03799  0.03
16 H -0.09727 -0.49352 1.62228  0.12

For the HOMO-LUMO gap, the calculation gives 9.64 eV. The calculation puts the HOMO energy at -8.85 eV. Its SMILES is N#C[C@H]1[C@@H]2CCN[C@@H]12. The LUMO energy comes out at 0.8 eV.

---

## 2
# C6H8N2

A single C6H8N2 molecule (ωB97M-V with the def2-TZVPD basis set, OMol25).

Last column: Löwdin charge in e.
Atoms and positions in Å:
1 C -0.64245 -3.16583 -1.52952  0.04
2 C -0.23212 -2.03178 -1.03630  -0.20
3 C 0.83442 -1.01527 -0.56071  -0.02
4 C -0.57960 -0.81077 -0.38843  -0.30
5 N -1.43497 0.11477 -0.30756  0.09
6 N -0.90729 1.32621 0.06264  -0.01
7 C -0.11840 1.46979 1.02478  -0.19
8 C 0.36125 2.93918 1.26136  -0.06
9 H -1.77403 -3.48789 -1.45732  0.11
10 H 0.06502 -3.99202 -1.75006  0.07
11 H 1.49732 -1.40069 0.17829  0.10
12 H 1.29210 -0.36099 -1.20598  0.09
13 H 0.25952 0.65510 1.60525  0.11
14 H 1.41129 2.94432 1.12161  0.04
15 H 0.08849 3.24564 2.38712  0.12
16 H -0.12054 3.57022 0.59484  0.03

For the HOMO-LUMO gap, the calculation gives 9.48 eV. The calculation puts the HOMO energy at -9.28 eV. Its SMILES is C=C1C/C1=N\N=C\C. The LUMO energy comes out at 0.2 eV.

---

Which structure is the least stable? The one labeled 1.